(1)
The following is a quantum chemistry calculation of a 3-piece molecular cluster, C29H57BBrIN6O5P overall, from the OMol25 dataset.

Results
HOMO level (alpha / beta)	-10.82 / -11.38	eV
spin multiplicity	3
strongest force on any atom	9.28	eV/A
total charge	+1
lowest unoccupied orbital energy (alpha / beta)	-4.22 / -4.22	eV
frontier orbital gap (alpha / beta)	6.600 / 7.165	eV

Structure (XYZ):
```
101
Properties=species:S:1:pos:R:3:forces:R:3
C -7.140 7.850 3.113 -0.001 0.058 0.060
C -5.555 8.250 3.228 -0.275 0.489 -0.131
C -4.510 6.991 3.073 0.523 0.398 0.355
C -4.730 6.095 1.703 -1.792 1.282 0.706
N -3.464 6.109 0.874 1.392 -3.307 0.344
C -2.627 4.862 1.051 1.530 -4.822 -1.130
C -2.735 3.351 0.422 1.568 2.697 0.999
P -4.183 2.968 -0.772 -3.079 -0.971 2.873
N -5.541 2.844 0.157 1.763 -1.004 -1.825
N -1.651 2.386 0.876 -0.530 6.186 2.140
C -1.479 0.941 0.438 0.494 -1.451 -0.209
C 0.013 0.725 -0.282 2.157 7.057 -3.173
O 0.553 1.816 -0.888 -3.627 -7.473 4.143
I 1.122 -1.165 -0.254 -1.170 1.489 0.130
C -0.817 3.232 1.850 -2.982 1.686 -2.429
B 0.507 2.699 2.718 2.170 -0.556 1.545
O 0.163 1.888 3.939 -0.145 0.275 -4.531
O 1.914 2.939 2.344 -4.063 -2.114 1.584
C 2.644 1.759 2.903 2.484 -1.633 0.664
C 4.189 1.625 2.313 -0.525 0.022 0.306
N -1.384 4.662 1.911 -1.275 -3.744 -2.157
Br -0.623 6.055 2.952 -0.408 -1.216 -0.688
H -7.812 8.808 2.889 1.545 -2.088 0.715
H -7.454 7.351 4.133 0.410 1.024 -2.122
H -7.364 7.091 2.246 0.529 1.400 1.681
H -5.281 9.058 2.411 -0.575 -1.686 1.510
H -5.419 8.801 4.274 -0.060 -1.346 -2.239
H -4.534 6.332 4.059 0.028 1.264 -2.175
H -3.425 7.477 2.970 -2.321 -1.154 0.355
H -5.156 5.022 1.897 0.975 1.996 -0.416
H -5.548 6.684 1.067 1.829 -1.386 1.227
H -3.655 6.335 -0.131 0.540 -0.683 1.243
H -4.039 1.697 -1.443 0.875 1.081 -0.058
H -4.279 4.045 -1.726 0.790 -0.588 0.502
H -5.938 1.866 0.018 0.610 1.641 0.268
H -1.580 0.159 1.322 0.190 1.922 -1.606
H -2.311 0.630 -0.357 1.878 1.003 1.708
H -0.313 1.086 3.535 0.603 1.493 1.348
H 2.769 1.828 4.086 -0.735 -0.090 -2.695
H 2.086 0.765 2.572 1.083 2.076 0.930
H 4.133 1.350 1.174 0.336 0.808 2.199
H 4.775 0.754 2.880 -1.586 1.841 -1.170
H 4.776 2.612 2.548 -1.177 -1.862 -0.792
C 2.645 -3.892 2.840 -0.315 -0.123 0.358
C 4.130 -3.755 2.398 -1.496 0.756 -0.714
C 4.445 -4.765 1.258 0.359 -0.094 0.203
C 4.561 -6.211 1.738 -0.045 0.016 -0.034
C 5.548 -6.327 2.894 0.043 0.389 -0.243
C 5.226 -5.352 4.057 -0.243 -1.409 1.509
N 5.024 -3.939 3.593 4.398 0.576 -2.510
O 6.293 -3.421 3.253 -3.494 -1.025 1.235
C 3.959 -5.855 4.802 -0.185 0.051 -0.090
C 6.348 -5.466 5.139 0.162 0.609 -0.461
C 4.204 -2.310 1.800 1.144 -0.203 0.260
H 2.004 -3.111 2.407 0.323 -0.123 -0.124
H 2.201 -4.846 2.542 0.102 0.044 0.152
H 2.525 -3.777 3.925 0.137 -0.116 -0.254
H 5.389 -4.491 0.767 -0.098 0.128 0.236
H 3.673 -4.709 0.480 -0.024 0.209 0.215
H 3.579 -6.596 2.033 0.053 0.037 0.011
H 4.897 -6.844 0.907 -0.087 0.109 0.119
H 5.549 -7.361 3.256 -0.015 0.211 0.230
H 6.561 -6.139 2.512 -0.127 0.166 0.169
H 3.655 -5.149 5.584 0.082 -0.047 -0.162
H 4.152 -6.814 5.296 0.212 0.225 -0.157
H 3.107 -6.031 4.149 0.002 0.103 -0.019
H 7.346 -5.250 4.742 -0.288 0.129 -0.036
H 6.395 -6.481 5.551 -0.295 0.142 -0.253
H 6.157 -4.783 5.976 0.000 -0.069 -0.221
H 3.987 -1.553 2.563 0.028 -0.183 -0.053
H 3.475 -2.184 0.989 0.083 -0.369 0.293
H 5.190 -2.080 1.357 -0.341 -0.180 0.380
C -1.090 0.776 -4.487 -0.056 0.425 -0.234
C -1.474 -0.724 -4.330 0.610 1.238 1.163
C -0.203 -1.615 -4.431 -0.202 -0.252 -0.206
C 0.339 -1.745 -5.854 0.022 0.038 0.026
C -0.753 -2.194 -6.819 -0.098 -0.081 0.448
C -2.014 -1.292 -6.757 -0.013 0.630 -2.021
N -2.512 -1.083 -5.356 -0.458 -4.900 1.387
O -3.118 -2.288 -4.940 1.219 3.493 -1.001
C -1.690 0.077 -7.417 0.106 0.139 0.128
C -3.112 -1.891 -7.694 -0.146 -0.243 0.736
C -2.013 -0.813 -2.862 -0.480 -0.977 -0.390
H -1.037 1.299 -3.523 0.091 -0.357 -0.067
H -0.114 0.915 -4.961 -0.184 -0.017 -0.045
H -1.838 1.334 -5.064 0.181 -0.257 0.026
H -0.425 -2.624 -4.056 -0.207 0.180 -0.038
H 0.589 -1.219 -3.783 -0.267 0.158 0.030
H 0.776 -0.796 -6.185 -0.054 -0.043 0.024
H 1.157 -2.476 -5.866 -0.114 0.145 0.026
H -0.345 -2.205 -7.835 -0.283 0.139 0.023
H -1.021 -3.234 -6.588 -0.168 0.205 0.036
H -2.534 0.770 -7.323 0.105 -0.146 0.050
H -1.493 -0.044 -8.489 -0.124 -0.221 0.243
H -0.803 0.560 -7.012 -0.053 0.005 0.089
H -3.381 -2.919 -7.430 0.057 0.265 0.163
H -2.767 -1.921 -8.734 0.197 0.188 0.317
H -4.024 -1.281 -7.670 0.192 -0.100 0.084
H -2.912 -0.199 -2.732 0.024 -0.077 -0.165
H -1.260 -0.459 -2.147 0.077 0.030 -0.543
H -2.256 -1.847 -2.558 -0.026 0.419 -0.317
```
Positions in Å, forces in eV/Å.

(2)
The following is a quantum chemistry calculation of a 8-piece molecular cluster, C29H57BCl2F3IO33P3S7 overall, from the OMol25 dataset.

Results
HOMO level	-5.31	eV
strongest force on any atom	0.69	eV/A
total charge	-1
lowest unoccupied orbital energy	1.39	eV
frontier orbital gap	6.706	eV

Structure (XYZ):
```
136
Properties=species:S:1:pos:R:3:forces:R:3
C -1.412 -2.668 4.349 -0.062 0.167 -0.069
C -1.754 -1.860 3.094 -0.184 0.167 0.172
P -1.570 -2.918 1.583 0.232 -0.068 0.067
C -3.271 -3.522 1.223 -0.110 -0.010 -0.231
C -3.249 -4.736 0.265 -0.268 0.006 0.138
C -1.106 -1.750 0.171 -0.360 -0.139 0.278
P 0.810 -1.685 0.142 0.160 0.179 -0.356
C 1.343 -1.696 1.901 0.075 -0.058 0.193
C 1.142 -3.429 -0.278 -0.175 -0.300 -0.038
O -1.470 -2.512 -0.970 0.194 0.138 -0.192
B -1.779 -1.630 -2.091 0.206 0.140 0.190
C -0.542 -1.247 -3.118 -0.254 -0.088 -0.065
Cl 0.057 -2.692 -4.036 0.056 0.026 -0.040
C -0.973 -0.049 -4.007 0.496 0.398 0.159
C -0.056 1.167 -3.798 0.034 -0.083 0.203
Cl -1.045 -0.389 -5.784 -0.021 -0.106 -0.152
P -3.342 -2.418 -3.011 -0.330 0.015 0.611
O -4.549 -2.560 -2.154 0.420 -0.004 -0.390
O -3.684 -1.500 -4.316 -0.255 -0.168 -0.055
O -2.924 -3.855 -3.646 -0.394 0.014 -0.193
O -2.190 -0.350 -1.448 0.391 -0.210 0.121
C -1.865 -0.361 -0.076 -0.450 -0.005 -0.317
C -3.176 -0.145 0.764 -0.017 0.162 0.025
C -4.442 -0.115 -0.091 -0.096 0.228 0.111
C -4.678 1.190 -0.835 -0.123 -0.150 -0.207
I -6.139 -0.366 1.274 0.149 -0.059 -0.058
C -1.016 0.900 0.122 -0.244 -0.115 0.229
F 0.102 0.977 -0.575 0.395 -0.006 -0.481
F -1.716 2.002 -0.204 -0.330 0.352 -0.050
F -0.669 1.063 1.422 0.154 -0.057 0.556
H -0.374 -3.003 4.331 -0.147 0.006 0.018
H -1.560 -2.057 5.247 0.026 -0.153 -0.057
H -2.061 -3.549 4.417 0.117 0.061 0.065
H -1.091 -0.992 3.010 -0.031 -0.114 -0.035
H -2.764 -1.454 3.197 0.040 -0.087 0.026
H -3.926 -2.755 0.808 -0.001 0.009 0.055
H -3.689 -3.808 2.197 0.087 0.089 -0.068
H -2.230 -5.018 -0.014 -0.116 -0.010 0.012
H -3.804 -4.499 -0.643 0.154 0.013 0.005
H -3.741 -5.598 0.731 0.156 0.039 -0.052
H 1.033 -2.588 2.458 -0.004 0.150 -0.074
H 1.006 -0.796 2.419 0.064 -0.048 -0.016
H 2.438 -1.674 1.878 -0.101 -0.009 0.043
H 2.202 -3.622 -0.082 -0.101 0.019 -0.077
H 0.522 -4.112 0.312 0.175 0.038 -0.020
H 0.919 -3.591 -1.336 0.148 0.020 0.121
H 0.352 -0.932 -2.574 -0.184 -0.075 0.125
H -1.993 0.217 -3.743 0.023 -0.032 -0.212
H 0.951 0.858 -3.501 -0.097 0.003 -0.184
H 0.019 1.777 -4.700 -0.117 0.040 0.099
H -0.448 1.778 -2.979 0.012 -0.067 -0.106
H -3.251 -1.756 -5.137 0.126 0.125 -0.001
H -2.483 -3.780 -4.500 0.272 -0.067 0.153
H -3.275 -0.918 1.508 0.056 -0.118 -0.112
H -3.133 0.790 1.339 0.050 -0.105 -0.122
H -4.523 -0.980 -0.747 0.013 0.050 0.084
H -4.810 2.023 -0.138 0.124 -0.037 -0.076
H -3.831 1.381 -1.500 -0.085 0.018 0.130
H -5.581 1.114 -1.450 0.104 0.023 0.100
C 1.057 -6.795 5.332 0.105 -0.140 -0.055
C 1.857 -6.577 6.601 -0.144 0.031 0.060
O 2.781 -5.531 6.240 0.041 -0.173 -0.090
S 2.085 -4.526 5.213 0.155 0.013 0.057
O 1.588 -3.402 5.923 -0.041 0.018 -0.069
O 2.952 -4.355 4.103 0.010 0.032 0.053
O 0.865 -5.468 4.819 -0.094 0.064 0.093
H 1.604 -7.382 4.592 0.017 0.008 0.017
H 0.084 -7.242 5.516 -0.060 0.112 -0.027
H 2.423 -7.451 6.908 0.100 0.049 -0.037
H 1.229 -6.237 7.422 0.026 0.001 -0.062
C 2.977 -0.952 -6.426 -0.276 -0.020 0.116
C 2.683 0.533 -6.444 0.077 -0.097 -0.227
O 3.168 0.988 -5.165 -0.101 -0.103 0.125
S 4.462 0.162 -4.756 -0.040 -0.008 -0.061
O 5.631 0.879 -5.148 0.076 0.014 -0.047
O 4.316 -0.290 -3.422 0.048 0.087 -0.017
O 4.268 -1.036 -5.785 0.061 0.006 -0.051
H 2.241 -1.503 -5.835 0.021 0.023 0.040
H 3.052 -1.383 -7.420 0.132 -0.001 0.005
H 1.625 0.751 -6.537 -0.003 0.089 0.198
H 3.240 1.057 -7.221 -0.033 -0.054 -0.070
C -2.448 3.463 3.019 0.203 0.293 -0.006
C -1.611 2.771 4.074 0.019 -0.135 -0.179
O -2.393 2.923 5.272 0.063 0.140 0.055
S -3.945 2.868 4.912 -0.128 -0.024 0.008
O -4.453 1.565 5.144 -0.055 0.074 0.019
O -4.567 4.001 5.509 0.020 0.010 0.065
O -3.799 3.096 3.350 0.056 -0.195 -0.003
H -2.364 4.549 3.079 0.034 -0.011 -0.037
H -2.219 3.132 2.013 -0.148 -0.099 -0.108
H -0.643 3.239 4.225 -0.038 0.053 0.103
H -1.480 1.712 3.863 -0.019 -0.096 -0.045
C -3.930 8.084 4.142 0.055 -0.208 0.123
C -2.509 8.615 4.115 -0.066 0.163 0.040
O -1.943 8.011 2.942 -0.010 -0.085 0.050
S -3.063 7.856 1.811 -0.120 -0.064 0.109
O -2.983 8.934 0.892 -0.021 -0.045 0.001
O -3.052 6.510 1.366 0.141 -0.022 -0.102
O -4.321 8.095 2.759 0.007 0.214 -0.017
H -3.981 7.060 4.517 0.016 0.004 0.004
H -4.611 8.718 4.703 -0.058 0.037 -0.105
H -1.925 8.314 4.979 0.064 -0.085 -0.067
H -2.482 9.700 4.003 -0.018 -0.005 0.006
C 2.300 6.000 -6.866 0.024 0.149 -0.077
C 0.908 5.961 -7.468 -0.091 -0.044 0.201
O 1.074 5.160 -8.652 0.074 0.088 -0.038
S 2.163 4.032 -8.394 0.173 0.026 0.101
O 1.545 2.812 -8.019 -0.075 -0.003 -0.121
O 3.109 4.066 -9.451 -0.073 -0.051 -0.043
O 2.800 4.670 -7.079 -0.083 0.030 0.063
H 2.948 6.708 -7.385 -0.018 0.002 -0.009
H 2.299 6.207 -5.800 0.022 -0.120 0.028
H 0.539 6.940 -7.758 0.015 -0.029 -0.132
H 0.191 5.472 -6.807 0.020 -0.004 0.011
C 7.069 1.568 -8.416 0.102 0.012 0.244
C 6.475 2.944 -8.195 -0.267 -0.147 0.028
O 7.393 3.821 -8.874 0.093 -0.015 0.052
S 7.989 3.098 -10.163 -0.028 -0.044 0.080
O 7.270 3.484 -11.324 0.038 -0.023 -0.033
O 9.403 3.216 -10.120 0.000 0.055 -0.024
O 7.550 1.616 -9.772 -0.100 0.025 -0.091
H 7.911 1.376 -7.751 -0.026 0.012 0.017
H 6.339 0.770 -8.323 0.009 -0.019 -0.122
H 6.429 3.216 -7.144 0.113 0.093 -0.020
H 5.488 3.040 -8.650 -0.003 0.022 -0.036
C 0.882 -4.475 12.146 0.081 0.004 0.157
C 2.236 -4.809 11.548 -0.006 0.150 -0.147
O 2.158 -6.226 11.314 -0.003 -0.028 0.175
S 0.672 -6.629 10.904 0.037 0.101 -0.068
O 0.567 -6.680 9.487 -0.112 -0.124 0.101
O 0.266 -7.727 11.702 0.045 -0.016 -0.041
O -0.032 -5.288 11.395 -0.015 0.040 -0.034
H 0.821 -4.756 13.198 0.018 -0.005 -0.006
H 0.606 -3.433 12.022 -0.084 -0.029 -0.093
H 3.063 -4.612 12.223 0.019 -0.127 0.020
H 2.399 -4.300 10.597 -0.022 0.010 0.006
```
Positions in Å, forces in eV/Å.

Calculated calculated total energy, -138262.997; -244254.632 eV (same order as the records).